{
  "formula": "C69H70N2O11P",
  "method": "ωB97M-V/def2-TZVPD",
  "species": ["P", "O", "O", "O", "O", "O", "O", "O", "O", "O", "O", "O", "N", "N", "C", "C", "C", "C", "C", "C", "C", "C", "C", "C", "C", "C", "C", "C", "C", "C", "C", "C", "C", "C", "C", "C", "C", "C", "C", "C", "C", "C", "C", "C", "C", "C", "C", "C", "C", "C", "C", "C", "C", "C", "C", "C", "C", "C", "C", "C", "C", "C", "C", "C", "C", "C", "C", "C", "C", "C", "C", "C", "C", "C", "C", "C", "C", "C", "C", "C", "C", "C", "C", "H", "H", "H", "H", "H", "H", "H", "H", "H", "H", "H", "H", "H", "H", "H", "H", "H", "H", "H", "H", "H", "H", "H", "H", "H", "H", "H", "H", "H", "H", "H", "H", "H", "H", "H", "H", "H", "H", "H", "H", "H", "H", "H", "H", "H", "H", "H", "H", "H", "H", "H", "H", "H", "H", "H", "H", "H", "H", "H", "H", "H", "H", "H", "H", "H", "H", "H", "H", "H", "H"],
  "positions_angstrom": [[5.1411, -5.1341, -3.8757], [2.6068, -1.1406, -6.4793], [2.0863, 11.3834, 5.1044], [-2.8764, -2.7432, 1.6010], [-4.1501, 1.1350, -4.5555], [5.6446, -5.5122, -5.3964], [-3.1044, -0.8151, -4.1652], [-1.2672, 3.0072, 0.9783], [4.4865, 14.3145, 1.3206], [-4.1779, -8.0912, 7.9733], [-1.9575, -7.7553, 3.1113], [1.9537, 7.0708, 2.3179], [1.6140, -3.1940, -4.9287], [0.9285, -2.6767, -6.0430], [3.3870, 16.1981, 4.8857], [0.5723, 4.3541, 0.3878], [2.6555, 12.0421, 4.2585], [2.6150, 5.1120, -1.3312], [3.5676, -4.5456, -1.3973], [3.9705, 13.6438, 2.1898], [1.2062, 6.1692, 1.9976], [-2.0876, 5.1242, 4.4957], [-1.6600, -2.9654, 0.9079], [3.1419, 11.4144, 2.9977], [2.7214, 15.4475, 5.8492], [3.5428, 14.2587, 3.4786], [-0.5569, 3.9487, 1.2727], [4.0033, 10.2164, 0.6479], [-2.4880, -7.8452, 4.2022], [-4.3802, -2.9336, -4.1495], [0.4899, -4.2923, 1.0707], [-4.1276, -4.4816, 4.5205], [0.7834, 3.6533, -0.7901], [-0.3473, -2.3462, -3.6447], [-2.9459, -9.1746, 6.2818], [-3.2856, -3.3819, -5.1372], [-2.8143, -10.3407, 7.0241], [-3.8880, -2.2238, 0.7442], [-4.3419, -1.4386, -3.7684], [2.4758, 14.1020, 5.6353], [-1.8666, 4.4112, 3.3296], [-0.9304, -4.1043, 1.5962], [3.7513, 12.1823, 2.0023], [-3.6994, -8.0257, 6.8619], [2.4180, 5.8054, -0.1487], [-0.7886, 4.7317, 2.5149], [3.4678, -3.9131, -6.4045], [-2.3888, -9.0964, 5.0027], [-0.1540, 6.4832, 4.0480], [3.4119, 9.4467, 1.6464], [4.7085, -6.7954, -3.1879], [-1.1873, 0.9222, -2.7706], [1.6133, -3.4707, -2.5500], [-4.7355, -4.5786, 5.7686], [3.4844, -4.2839, -3.9146], [0.9975, -3.0271, -3.7175], [-3.1740, 0.5296, -4.2253], [-2.1491, -11.4300, 6.4877], [0.0654, 5.7799, 2.8705], [0.9951, -3.2555, -1.1897], [1.8017, 4.0289, -1.6486], [-2.0756, -4.0568, -4.4767], [3.7919, 15.6069, 3.7012], [-1.6131, -11.3601, 5.2062], [4.1732, 11.5796, 0.8242], [2.8700, -4.1026, -2.6541], [1.4513, -1.4306, -6.5210], [-4.5957, -5.7315, 6.5240], [-1.7277, -10.1949, 4.4676], [-3.2588, -6.7062, 4.7724], [-1.4807, -3.3156, -3.2774], [1.3999, 5.4272, 0.7186], [-3.3930, -5.5446, 4.0257], [0.3996, -0.4849, -7.0244], [-3.5583, -0.8071, 0.2519], [0.5400, -4.5394, -0.4564], [-1.2280, 6.1556, 4.8582], [0.5016, -3.6538, -7.0571], [2.8938, 13.4999, 4.4552], [2.8347, -3.7915, -5.0466], [-3.8533, -6.7974, 6.0320], [-1.8676, 1.1869, -3.9073], [2.9800, 10.0472, 2.8159], [-1.1039, -12.2169, 4.7853], [3.5877, 17.2469, 5.0600], [-0.1317, 0.6834, -2.8405], [-1.4897, -5.0382, 1.5739], [0.5135, 7.2876, 4.3245], [-1.2914, -4.1042, -5.2335], [-2.9246, -5.4750, 3.0565], [-3.1719, -0.8019, -0.7672], [-1.0611, -2.0515, 0.9912], [-4.2573, -3.5446, -3.2565], [2.9292, -3.3812, -7.1685], [3.4295, -4.9701, -6.6747], [-3.7357, -4.1430, -5.7762], [-0.2077, -0.9893, -7.7774], [1.9612, 3.4834, -2.5699], [-1.8495, -3.2222, -0.1411], [-1.5162, 1.8906, -4.6561], [-1.3994, 6.7071, 5.7728], [1.9634, 13.5127, 6.3829], [-1.0798, -4.0673, -2.6008], [5.2386, -6.3400, -5.6850], [2.3986, 15.9139, 6.7705], [4.3356, 9.7489, -0.2705], [-4.2279, -3.5791, 3.9317], [-1.3085, -10.1337, 3.4730], [1.0574, -3.4001, 1.3444], [3.2502, -5.5618, -1.1732], [3.4039, 5.4139, -2.0072], [-1.7216, 0.9452, -1.8261], [0.1415, -2.5889, -1.2263], [-2.2179, -2.7627, -2.6969], [3.2858, 8.3822, 1.5171], [1.7473, -2.7475, -0.5877], [3.0522, 6.6437, 0.1016], [0.9863, -5.1257, 1.5647], [4.5092, -3.6252, -6.3636], [0.8389, -4.6481, -6.7770], [-4.0073, -2.9202, -0.0929], [-0.5659, -1.7781, -4.5382], [-2.8111, -0.3622, 0.9053], [1.1417, -5.4056, -0.7030], [4.6356, 12.1804, 0.0533], [-5.0633, -5.8097, 7.4957], [-4.4592, -0.2006, 0.2955], [5.2383, -7.5652, -3.7442], [-0.5773, -3.6953, -7.1814], [-0.4889, -4.7151, -0.7646], [5.0586, -6.8401, -2.1609], [-4.3893, -1.3755, -2.6821], [0.8502, 0.4285, -7.3850], [-5.2017, -0.9521, -4.2125], [-2.9309, 4.8766, 5.1266], [-0.2507, -1.6202, -2.8412], [0.9758, -3.4339, -8.0124], [2.5183, 9.4532, 3.5916], [-5.3361, -3.1711, -4.6046], [-0.8549, -3.8126, 2.6458], [4.6461, -4.5820, -1.5394], [3.6361, -6.9829, -3.1802], [-5.3175, -3.7513, 6.1527], [-2.5311, 3.6069, 3.0461], [-4.8069, -2.2042, 1.3228], [-0.2752, -0.2996, -6.1867], [-2.0510, -12.3390, 7.0662], [-2.2970, -5.0888, -4.2124], [-2.9575, -2.5888, -5.8064], [3.3655, -3.8953, -0.5559], [4.3049, 16.1868, 2.9466], [-3.2371, -10.3915, 8.0179], [0.1421, 2.8174, -1.0326]],
  "forces_ev_per_angstrom": [[1.1143, 0.5390, 0.5021], [0.6524, -0.0595, 0.6603], [0.0029, 0.0092, -0.0146], [-0.2867, -0.2501, -0.4066], [-0.6562, 0.0495, -0.1982], [-0.6679, -0.2660, 0.2742], [0.0213, -0.0983, 0.5508], [0.0278, -0.0119, -0.0061], [-0.0025, -0.0128, 0.0142], [0.0048, 0.0004, -0.0148], [0.0022, 0.0113, 0.0247], [-0.2018, -0.4230, 0.0281], [0.2857, -0.1272, 0.4324], [0.2022, -0.3199, 0.1024], [-0.0265, -0.0388, 0.0186], [-0.0271, 0.0544, 0.1097], [-0.0944, -0.0976, 0.1325], [-0.0228, -0.0284, 0.0087], [0.1889, -0.1657, -0.4937], [0.0854, 0.1099, -0.1367], [0.0427, 0.1582, 0.1348], [0.0432, 0.0288, 0.0025], [-0.1086, -0.2834, 0.6851], [0.0516, 0.0931, -0.0404], [0.0231, 0.0118, -0.0367], [-0.0315, -0.1055, 0.0423], [-0.1360, -0.1493, -0.0194], [-0.0449, 0.0494, 0.1182], [0.0926, 0.0067, -0.1783], [0.8928, 0.1858, -0.4317], [0.0107, -0.2516, -0.2560], [-0.0580, 0.0110, 0.0771], [0.0868, -0.0658, -0.2059], [0.2750, 0.0589, 0.2953], [0.0193, 0.0676, -0.1024], [-0.1720, -0.6431, -0.0229], [0.0275, -0.1324, 0.0364], [0.4390, 0.2648, 0.1213], [-0.3734, -1.0495, -0.0324], [-0.0147, 0.0974, 0.1019], [-0.0868, -0.0035, 0.1082], [0.4534, 0.2785, 0.5074], [-0.0498, -0.0004, 0.1079], [-0.0694, -0.0153, 0.1788], [0.0567, -0.0212, -0.0982], [0.0728, 0.0693, -0.0268], [-0.5915, -0.6394, 0.1960], [-0.0660, 0.0462, 0.0673], [-0.0441, 0.0513, 0.1027], [0.2454, 0.1550, -0.2490], [-0.3446, 0.3431, -0.0126], [-0.3419, 0.1810, -0.8615], [0.2708, -0.1059, -0.5867], [0.0486, -0.0325, -0.0439], [-0.9413, -0.4262, -0.0622], [-0.3980, 0.0818, 0.0950], [-0.2724, 1.6958, 0.4299], [0.0120, 0.0133, -0.0445], [-0.0388, -0.0837, -0.0847], [0.2439, -0.3592, -0.0761], [0.0236, 0.0547, 0.0426], [0.2042, 0.6061, -0.1626], [0.0012, 0.1335, 0.0581], [-0.0150, 0.0165, 0.0392], [0.0285, -0.1122, -0.1233], [-0.0196, 0.3799, -0.0737], [-0.4366, 0.7432, -0.4305], [-0.0630, 0.1407, 0.0084], [0.0586, -0.1275, -0.0062], [0.0038, -0.0990, 0.0702], [0.2246, -0.2618, 0.0304], [-0.0480, -0.0293, 0.0154], [-0.0790, 0.1793, -0.0364], [-0.3135, -0.8222, 0.1654], [-0.1970, -0.3381, 0.0544], [-0.2462, 0.9371, 0.4021], [-0.0274, -0.0440, -0.0199], [0.0544, -0.1161, -0.1511], [0.0492, 0.0013, -0.0995], [0.5337, 0.0083, -0.1983], [0.0412, -0.0428, -0.0732], [0.1314, -0.6822, 0.2554], [-0.0234, -0.1231, -0.0253], [0.0067, -0.0028, 0.0048], [-0.0072, 0.0053, -0.0014], [0.4499, 1.5881, 0.5758], [-0.1188, -0.0003, -0.2602], [0.0405, -0.0006, -0.0809], [0.0649, -0.2711, -0.0322], [-0.0027, -0.0782, -0.0146], [0.0547, 0.0437, -0.0474], [0.1782, 0.0043, -0.3835], [-0.2568, -0.0507, 0.1003], [0.2022, 0.2751, -0.0486], [0.1605, -0.0338, -0.1018], [0.0230, 0.0407, -0.1733], [-0.0259, 0.1955, -0.1866], [0.0045, 0.0108, -0.0079], [-0.0955, 0.2253, -0.1038], [0.6858, -0.8902, -0.6197], [-0.0004, 0.0061, 0.0005], [0.0185, -0.0885, -0.0498], [0.0594, 0.0166, 0.1229], [0.1166, 0.0510, -0.3385], [0.0008, 0.0024, 0.0030], [0.0116, 0.0040, -0.0015], [0.0360, -0.0020, -0.0145], [-0.0195, 0.0991, -0.0078], [0.1544, 0.0342, -0.1428], [-0.0352, -0.0298, 0.2843], [0.0075, -0.0003, 0.0032], [0.0167, -1.5231, 0.1108], [0.0207, 0.1376, -0.0775], [-0.1909, -0.0061, -0.1262], [0.0627, 0.2083, 0.0234], [0.0168, 0.0624, 0.1070], [-0.0243, 0.0060, 0.0788], [-0.1644, -0.0427, 0.2346], [0.0406, 0.1867, -0.1004], [-0.0023, -0.0254, 0.1522], [-0.2062, 0.0117, -0.0781], [-0.1444, -0.0832, -0.0921], [-0.0222, 0.1224, 0.0734], [0.0558, -0.0636, -0.0912], [-0.0005, 0.0897, 0.0642], [0.0495, -0.0918, 0.0223], [0.0290, 0.1943, -0.1546], [-0.0125, -0.0358, -0.0995], [-0.0860, 0.1953, 0.0603], [0.0649, -0.4930, -0.2250], [0.0915, -0.0478, 0.0637], [-0.1464, 0.3253, 0.0393], [0.0151, 0.0443, -0.1436], [0.1531, 0.4053, -0.0283], [-0.0008, -0.0009, 0.0052], [-0.0607, 0.1576, -0.0207], [-0.1171, 0.0468, -0.1182], [-0.0272, 0.0608, 0.0391], [-0.2109, 0.0961, 0.1868], [-0.0783, -0.1529, 0.1188], [0.0769, 0.1099, 0.0073], [-0.0314, -0.2014, -0.1429], [-0.0003, 0.0021, 0.0072], [0.0572, -0.0275, -0.0766], [-0.0184, -0.1440, 0.1057], [-0.0432, 0.2265, -0.0022], [-0.0012, -0.0037, 0.0011], [-0.2402, -0.0012, 0.1237], [-0.0861, 0.2321, 0.1116], [-0.1412, -0.0282, 0.1098], [-0.0057, -0.0777, -0.0705], [-0.0483, 0.0909, -0.0105], [-0.0651, 0.0263, 0.0687]],
  "mulliken_charge": [0.079, -0.478, -0.671, -0.338, -0.561, -0.474, 0.059, -0.719, -0.661, -0.651, -0.711, -0.708, 0.362, 0.189, -0.466, 0.186, 0.503, -0.794, -2.600, 0.681, 0.283, -0.512, 0.543, 0.388, -0.486, 0.193, 0.437, -0.419, 0.575, -0.835, -1.496, -0.397, -0.775, -0.289, 0.099, -0.786, -0.550, -0.426, -0.520, -0.520, -0.593, -0.933, 0.175, 0.577, -0.305, 0.190, -2.137, 0.170, -0.364, -0.166, -1.044, -0.710, 0.873, -0.573, 1.386, 0.024, 0.546, -0.478, 0.183, -1.691, -0.458, -1.024, -0.560, -0.495, -0.681, 0.481, 0.634, -0.652, -0.526, 0.051, 1.201, 0.784, -0.455, -1.050, -0.717, -0.357, -0.650, -1.343, 0.146, 0.833, 0.428, -0.664, -0.965, 0.397, 0.401, 0.454, 0.205, 0.533, -0.156, 0.511, -0.372, 0.162, 0.176, 0.269, 0.381, 0.622, 0.315, 0.451, -0.253, 0.500, 0.438, 0.469, -0.147, 0.319, 0.395, 0.398, 0.418, 0.461, 0.504, 0.412, 0.428, 0.429, -0.076, -0.150, 0.391, 1.288, 0.413, 0.301, 0.466, 0.443, 0.363, -0.105, 0.436, 0.946, 0.474, 0.486, 0.499, 0.437, 0.339, 0.175, 0.300, 0.051, 0.404, 0.506, 0.391, -0.374, 0.464, 0.556, 0.569, 0.508, 0.647, 0.381, 0.408, 0.488, 0.497, 0.040, 0.406, 0.445, 0.324, 0.348, 0.471, 0.480, 0.620],
  "total_charge": 1,
  "gap_ev": 7.21,
  "lumo_energy_ev": -3.26
}

=====

{
  "formula": "C5H9AgO3",
  "method": "ωB97M-V/def2-TZVPD",
  "species": ["Ag", "O", "O", "O", "C", "C", "C", "C", "C", "H", "H", "H", "H", "H", "H", "H", "H", "H"],
  "positions_angstrom": [[2.3724, 1.7200, 0.3332], [0.4632, 1.2713, 0.0569], [0.8910, -0.8043, -0.6939], [-1.1517, -0.1900, -0.4202], [2.2817, -0.5627, -0.7127], [-3.5070, 0.0786, -0.1104], [-2.1697, 0.7591, 0.0026], [3.0361, -0.9246, 0.3944], [0.0800, 0.1710, -0.3649], [-2.0907, 1.6357, -0.6517], [-3.7121, -0.2212, -1.1457], [4.0634, -1.1866, 1.8867], [4.0985, -0.9756, 0.1319], [-4.2833, 0.7869, 0.2061], [2.4367, -1.2817, 1.2419], [2.6882, -0.5297, -1.7261], [-1.9422, 1.0576, 1.0324], [-3.5544, -0.8038, 0.5399]],
  "forces_ev_per_angstrom": [[2.7873, 0.6048, 0.4694], [-2.7588, -0.6651, -0.7479], [0.9323, -0.1772, -0.3841], [0.1732, -0.4878, -0.4095], [0.7443, -1.8403, 1.4183], [-0.1588, -0.1233, -0.0364], [-0.2163, 0.6071, 0.1428], [-2.2766, 0.8862, -3.6686], [-0.5559, 0.9121, 1.0946], [-0.0266, -0.1843, 0.1850], [0.0466, 0.0619, 0.2811], [0.9668, -0.0401, 1.4422], [-0.3737, -0.1467, 0.6517], [0.1742, -0.1913, -0.0777], [0.6839, 0.0903, -0.2267], [-0.1157, 0.5306, 0.2819], [-0.0155, -0.0566, -0.2315], [-0.0107, 0.2199, -0.1846]],
  "mulliken_charge": [0.715, -0.674, -0.234, -0.278, -0.410, -1.199, -0.198, -0.606, 0.990, 0.315, 0.324, 0.082, 0.376, 0.381, 0.349, 0.431, 0.315, 0.321],
  "spin_multiplicity": 2,
  "total_charge": 1,
  "gap_ev": [8.32, 9.76],
  "lumo_energy_ev": [-4.79, -4.80],
  "s_squared": 0.751,
  "de_lowest_kcal_mol": 44.6
}